The following is a quantum chemistry calculation of a structure of composition C19H40CdNO3PS2Si in a non-equilibrium geometry, from the OMol25 dataset.

ORCA input file:
```
! RIJCOSX wB97M-V def2-TZVPD def2/J DEFGRID3
* xyz 2 1
C 2.618 -2.673 0.689
C 3.240 -2.039 -0.565
N 3.514 -0.596 -0.376
C 4.700 -0.517 0.520
C 5.368 0.852 0.637
C 3.746 0.056 -1.606
S 4.579 -0.612 -2.809
S 3.165 1.705 -1.938
C 1.380 1.571 -2.286
C 0.525 2.650 -1.581
C -0.572 2.015 -0.669
Si -0.563 2.678 1.093
C -1.726 1.792 2.317
C -2.435 0.555 1.749
C -1.754 -0.790 2.082
C -0.591 -1.222 1.170
C -0.994 -1.982 -0.100
C -2.155 -1.348 -0.860
C -2.372 -1.921 -2.288
C -3.828 -1.665 -2.681
O -4.016 -0.310 -3.078
C -4.384 0.522 -2.076
C -5.535 0.201 -1.155
O -3.795 1.520 -1.922
P 1.501 2.699 2.008
C 1.821 1.124 2.901
O 2.628 2.744 0.834
H 2.100 -3.576 0.375
H 1.933 -2.009 1.211
H 3.402 -3.011 1.362
H 4.153 -2.599 -0.775
H 2.565 -2.220 -1.399
H 5.480 -1.239 0.255
H 4.374 -0.788 1.523
H 5.758 1.222 -0.309
H 6.244 0.713 1.269
H 4.768 1.601 1.141
H 1.052 0.558 -2.057
H 1.248 1.693 -3.359
H -0.011 3.176 -2.367
H 1.132 3.403 -1.083
H -0.468 0.936 -0.741
H -1.561 2.248 -1.080
H -0.996 4.087 1.022
H -1.255 1.599 3.283
H -2.500 2.531 2.535
H -3.443 0.529 2.227
H -2.621 0.722 0.690
H -1.323 -0.676 3.087
H -2.467 -1.648 2.149
H 0.064 -0.368 0.975
H 0.015 -1.910 1.762
H -0.124 -1.991 -0.761
H -1.284 -3.000 0.152
H -2.057 -0.273 -0.990
H -3.085 -1.541 -0.313
H -2.068 -2.960 -2.375
H -1.772 -1.285 -2.940
H -4.059 -2.293 -3.540
H -4.486 -2.010 -1.881
H -5.196 -0.409 -0.318
H -6.379 -0.280 -1.646
H -5.911 1.119 -0.720
H 2.698 1.292 3.526
H 1.005 0.860 3.572
H 1.954 0.292 2.204
H 2.838 1.813 0.584
Cd -3.784 -1.318 3.742
*
```

Calculated values
Molar mass ... 566.14 g mol⁻¹
E_tot ... -71364.5840 eV
Highest occupied orbital energy ... -13.11 eV
Largest force on an atom ... 3.6 eV/A
Frontier orbital gap ... 2.0 eV

***

The following is a quantum chemistry calculation of a cluster of 2 separate species, C5H14O in total in a non-equilibrium geometry, from the OMol25 dataset.

ORCA input file:
```
! RIJCOSX wB97M-V def2-TZVPD def2/J DEFGRID3
* xyz -1 2
C -0.330 1.730 0.280
C -0.502 1.265 1.731
C 0.769 2.749 0.086
O -0.002 0.516 -0.428
H -1.271 2.102 -0.131
H -0.110 0.253 1.820
H 1.660 2.605 0.699
H 1.167 2.855 -0.927
H 0.307 3.737 0.241
H -0.305 0.554 -1.356
H -1.572 1.177 1.941
H 0.045 1.894 2.433
C 0.421 -3.074 -0.268
C -0.401 -2.287 -1.335
H 0.393 -2.600 0.707
H 0.011 -4.073 -0.125
H 1.436 -3.111 -0.615
H -0.980 -1.471 -0.928
H -1.078 -2.978 -1.835
H 0.343 -1.842 -1.989
*
```

Calculated values
Molar mass ... 90.17 g mol⁻¹
E_tot ... -7457.6206 eV
Highest occupied orbital energy (spin up / spin down) ... 1.27 / -6.10 eV
Largest force on an atom ... 1.8 eV/A
<S²> ... 0.750
Frontier orbital gap (spin up / spin down) ... 2.8 / 10.0 eV
Energy above the lowest of the compared OMol25 structures with the same formula, charge and spin ... 20.0 kcal per mole

***

The following is a quantum chemistry calculation of a cluster of 2 separate species, C4H12 in total, from the OMol25 dataset.

ORCA input file:
```
! RIJCOSX wB97M-V def2-TZVPD def2/J DEFGRID3
* xyz 0 1
C -1.994 0.667 1.980
C -1.271 -0.622 1.611
H -2.506 1.085 1.108
H -2.734 0.539 2.761
H -1.278 1.431 2.303
H -1.850 -1.248 0.933
H -1.001 -1.194 2.498
H -0.334 -0.441 1.074
C 1.770 0.710 -1.870
C 1.429 -0.772 -1.697
H 2.546 0.866 -2.621
H 0.911 1.322 -2.153
H 2.140 1.108 -0.927
H 0.616 -1.085 -2.355
H 1.256 -1.004 -0.644
H 2.299 -1.362 -2.003
*
```

Calculated values
Molar mass ... 60.14 g mol⁻¹
E_tot ... -4342.3784 eV
Highest occupied orbital energy ... -11.75 eV
Largest force on an atom ... 0.7 eV/A
Frontier orbital gap ... 12.9 eV
Energy above the lowest of the compared OMol25 structures with the same formula, charge and spin ... 3.5 kcal per mole

***

The following is a quantum chemistry calculation of a structure of composition C17H30BIMnN9S2 in a non-equilibrium geometry, from the OMol25 dataset.

ORCA input file:
```
! RIJCOSX wB97M-V def2-TZVPD def2/J DEFGRID3
* xyz 1 6
Mn -1.141 -0.053 0.434
C -1.575 3.008 0.143
C -1.870 2.590 1.640
N -2.368 1.142 1.854
C -3.849 1.076 1.571
C -4.259 0.520 0.206
N -3.096 0.099 -0.667
C -2.826 0.959 -1.843
C -1.443 1.624 -1.948
N -0.922 1.928 -0.582
H -1.031 3.944 0.171
H -2.593 3.205 -0.387
H -2.510 3.326 2.165
H -0.936 2.675 2.284
H -2.191 1.026 2.898
H -4.336 2.018 1.702
H -4.347 0.461 2.296
H -4.933 1.139 -0.372
H -4.811 -0.400 0.501
H -3.479 -0.745 -1.103
H -3.546 1.751 -2.072
H -2.967 0.332 -2.740
H -1.338 2.507 -2.513
H -0.701 0.910 -2.317
H 0.058 2.058 -0.699
C 4.193 -3.915 -2.695
N 3.776 -2.781 -1.837
C 4.443 -2.381 -0.698
C 3.771 -1.322 -0.151
N 2.660 -1.129 -0.957
B 1.785 0.149 -0.859
N 2.196 1.047 0.295
C 3.045 2.153 0.219
C 3.197 2.695 1.456
N 2.450 1.911 2.347
C 2.539 2.156 3.756
C 1.755 0.990 1.629
S 0.752 -0.218 2.356
C 2.653 -1.977 -2.048
S 1.536 -2.221 -3.274
H 4.281 -3.536 -3.752
H 3.576 -4.780 -2.529
H 5.205 -4.254 -2.293
H 5.410 -2.805 -0.548
H 4.024 -0.645 0.672
H 1.785 0.820 -1.820
H 0.576 -0.180 -0.548
H 3.258 2.627 -0.763
H 3.690 3.607 1.829
H 3.602 2.255 4.061
H 2.107 1.338 4.361
H 1.981 3.118 3.825
I -4.148 -5.257 0.113
C -2.602 -3.883 -0.034
C -1.779 -3.704 -1.132
N -1.071 -2.587 -1.009
N -1.190 -2.090 0.279
C -2.152 -2.902 0.853
H -1.712 -4.295 -2.032
H -0.321 -2.257 -1.646
H -2.262 -2.845 1.955
*
```

Calculated values
Molar mass ... 617.28 g mol⁻¹
E_tot ... -93290.7717 eV
Highest occupied orbital energy (spin up / spin down) ... -9.34 / -9.35 eV
Largest force on an atom ... 3.2 eV/A
<S²> ... 8.755
Frontier orbital gap (spin up / spin down) ... 7.2 / 7.1 eV
Energy above the lowest of the compared OMol25 structures with the same formula, charge and spin ... 0.0 kcal per mole

***

The following is a quantum chemistry calculation of a structure of composition C36H48CaN8O4STe in a non-equilibrium geometry, from the OMol25 dataset.

ORCA input file:
```
! RIJCOSX wB97M-V def2-TZVPD def2/J DEFGRID3
* xyz -2 1
Ca -8.429 -11.876 15.597
C -1.231 -13.667 14.782
C -2.051 -12.343 14.478
N -3.415 -12.600 13.918
C -3.470 -13.087 12.547
C -3.504 -11.857 11.630
C -4.606 -12.009 14.378
S -5.981 -13.155 14.308
N -4.367 -11.043 15.203
C -5.288 -10.528 16.014
O -6.441 -10.997 16.240
C -4.996 -9.055 16.526
C -5.785 -8.633 17.563
C -5.593 -7.343 18.115
C -4.415 -6.645 17.759
C -3.761 -7.074 16.658
C -4.062 -8.246 16.010
H -1.847 -14.127 15.514
H -0.257 -13.341 15.164
H -1.261 -14.362 13.943
H -1.451 -11.677 13.853
H -2.280 -11.856 15.367
H -4.360 -13.674 12.412
H -2.703 -13.786 12.240
H -4.412 -11.196 11.631
H -3.388 -12.145 10.578
H -2.713 -11.183 11.852
H -6.604 -9.258 17.877
H -6.280 -6.897 18.849
H -4.223 -5.683 18.220
H -2.996 -6.454 16.188
H -3.487 -8.625 15.183
C -6.882 -9.432 11.673
C -7.990 -9.034 10.970
C -9.292 -9.340 11.432
C -9.434 -10.034 12.615
N -8.329 -10.273 13.336
C -7.128 -10.102 12.860
C -10.731 -10.327 13.263
C -11.891 -9.694 12.833
C -13.100 -9.960 13.433
C -13.178 -11.023 14.415
C -11.955 -11.525 14.920
C -10.660 -11.115 14.428
H -5.884 -9.208 11.233
H -7.918 -8.582 9.969
H -10.071 -9.047 10.779
H -6.323 -10.463 13.443
H -11.841 -8.841 12.079
H -14.044 -9.523 13.085
H -14.159 -11.357 14.699
H -11.919 -12.277 15.701
N -9.410 -8.408 16.308
N -9.862 -8.280 17.614
C -10.158 -9.504 18.202
N -11.069 -9.527 19.250
N -9.438 -10.578 17.847
N -9.549 -11.792 18.378
O -8.874 -12.796 17.872
O -10.405 -12.057 19.366
H -8.410 -8.550 16.261
H -9.896 -9.039 15.668
H -10.748 -7.801 17.504
H -10.919 -8.875 20.036
H -10.954 -10.563 19.566
C -9.082 -20.645 17.491
C -9.331 -19.304 16.894
C -9.946 -18.198 17.509
C -9.992 -16.933 16.932
C -10.886 -15.845 17.475
C -9.330 -16.724 15.706
Te -9.470 -14.818 14.739
C -8.641 -17.808 15.125
C -7.843 -17.695 13.827
C -8.630 -19.039 15.730
H -9.661 -20.812 18.417
H -7.997 -20.652 17.728
H -9.182 -21.565 16.815
H -10.345 -18.232 18.524
H -11.608 -16.382 18.177
H -11.542 -15.469 16.727
H -10.335 -14.979 17.923
H -7.735 -18.671 13.435
H -6.834 -17.281 14.191
H -8.424 -17.048 13.127
H -8.070 -19.887 15.313
C -9.342 -13.485 10.873
C -7.851 -13.692 11.165
O -7.645 -15.054 11.553
H -9.456 -12.405 10.846
H -9.876 -13.942 11.662
H -9.587 -13.940 9.911
H -7.568 -13.017 12.033
H -7.214 -13.410 10.397
H -7.762 -15.166 12.513
C -5.569 -14.182 15.759
H -4.513 -14.601 15.635
H -6.286 -14.987 15.910
H -5.552 -13.540 16.679
*
```

Calculated values
Molar mass ... 856.58 g mol⁻¹
E_tot ... -94785.2071 eV
Highest occupied orbital energy (spin up / spin down) ... -1.01 / -0.82 eV
Largest force on an atom ... 4.4 eV/A
Frontier orbital gap (spin up / spin down) ... 5.3 / 5.1 eV
Energy above the lowest of the compared OMol25 structures with the same formula, charge and spin ... 0.0 kcal per mole

***

The following is a quantum chemistry calculation of a cluster of 11 separate species, C114H80O22 in total in a non-equilibrium geometry, from the OMol25 dataset.

ORCA input file:
```
! RIJCOSX wB97M-V def2-TZVPD def2/J DEFGRID3
* xyz 0 1
O 20.001 10.961 13.998
C 20.586 11.806 14.624
C 19.863 12.610 15.640
C 18.518 12.459 15.852
C 17.889 13.163 16.858
C 18.629 14.169 17.578
C 19.946 14.402 17.283
C 20.560 13.648 16.281
C 22.044 13.792 16.083
O 22.716 14.559 16.808
C 22.698 13.019 15.030
C 24.048 13.235 14.788
C 24.790 12.611 13.845
C 24.075 11.608 13.090
C 22.711 11.342 13.294
C 22.030 12.046 14.343
H 18.005 11.618 15.371
H 16.860 13.026 17.139
H 18.147 14.726 18.397
H 20.463 15.148 17.825
H 24.568 13.941 15.429
H 25.819 12.648 13.740
H 24.596 11.161 12.294
H 22.169 10.635 12.655
O 20.361 21.833 19.219
C 19.628 21.303 20.022
C 18.807 22.115 20.959
C 19.167 23.420 21.080
C 18.334 24.250 21.808
C 17.330 23.747 22.626
C 17.123 22.366 22.584
C 17.795 21.556 21.748
C 17.535 20.103 21.656
O 16.563 19.610 22.154
C 18.483 19.295 20.926
C 18.387 17.907 20.978
C 19.284 16.964 20.341
C 20.257 17.565 19.524
C 20.319 19.018 19.348
C 19.443 19.822 20.099
H 19.971 23.831 20.448
H 18.476 25.337 21.774
H 16.704 24.328 23.300
H 16.281 22.015 23.099
H 17.584 17.498 21.566
H 19.108 15.904 20.423
H 21.044 17.026 18.959
H 20.996 19.512 18.698
O 19.189 13.617 21.308
C 17.953 13.520 21.267
C 17.142 14.421 22.153
C 17.831 15.211 23.075
C 17.124 16.056 23.960
C 15.713 16.020 23.954
C 15.044 15.127 23.084
C 15.780 14.309 22.234
C 15.030 13.427 21.245
O 13.826 13.572 21.034
C 15.841 12.397 20.550
C 15.262 11.325 19.919
C 15.979 10.380 19.200
C 17.385 10.508 19.179
C 17.981 11.493 19.847
C 17.243 12.566 20.461
H 18.889 15.188 23.105
H 17.644 16.572 24.734
H 15.055 16.656 24.519
H 13.987 14.870 23.145
H 14.215 11.190 20.034
H 15.374 9.594 18.756
H 17.826 9.695 18.637
H 19.064 11.571 19.920
O 10.145 12.996 21.911
C 10.435 14.147 22.183
C 11.219 14.516 23.404
C 11.684 13.532 24.219
C 12.370 13.878 25.386
C 12.588 15.208 25.774
C 11.994 16.221 25.009
C 11.379 15.844 23.818
C 10.834 16.935 23.002
O 10.936 18.128 23.259
C 10.286 16.654 21.604
C 9.982 17.679 20.710
C 9.366 17.360 19.500
C 9.117 16.061 19.159
C 9.499 15.007 19.978
C 10.071 15.316 21.242
H 11.550 12.537 24.051
H 12.794 13.070 26.007
H 13.022 15.446 26.719
H 12.053 17.257 25.282
H 10.089 18.742 21.037
H 9.022 18.160 18.898
H 8.488 15.811 18.268
H 9.104 13.974 19.771
O 11.564 24.230 17.677
C 12.403 23.416 18.083
C 13.596 23.816 18.793
C 13.729 25.134 19.280
C 14.875 25.531 19.916
C 15.985 24.698 19.851
C 15.854 23.361 19.497
C 14.648 22.919 19.005
C 14.524 21.467 18.616
O 15.383 20.676 19.013
C 13.299 21.084 17.907
C 13.311 19.809 17.362
C 12.090 19.365 16.924
C 10.935 20.169 16.957
C 11.016 21.571 17.266
C 12.238 21.989 17.716
H 12.886 25.721 19.120
H 14.844 26.529 20.291
H 16.930 25.087 20.106
H 16.688 22.692 19.649
H 14.148 19.102 17.624
H 11.939 18.343 16.522
H 10.036 19.765 16.529
H 10.169 22.242 17.211
O 13.679 19.088 13.936
C 14.524 19.787 14.458
C 14.389 21.256 14.549
C 13.364 21.783 13.835
C 13.101 23.138 14.163
C 13.941 23.850 14.999
C 15.060 23.334 15.567
C 15.294 21.984 15.331
C 16.583 21.322 15.846
O 17.539 21.948 16.066
C 16.539 19.797 15.901
C 17.501 19.151 16.644
C 17.634 17.781 16.566
C 16.825 17.026 15.746
C 15.859 17.639 14.992
C 15.670 19.086 15.110
H 12.672 21.218 13.204
H 12.276 23.589 13.697
H 13.665 24.903 15.201
H 15.755 23.934 16.109
H 18.123 19.800 17.235
H 18.470 17.289 17.082
H 16.967 15.915 15.591
H 15.198 17.159 14.300
O 19.750 13.456 9.248
C 19.163 13.598 10.281
C 17.874 12.868 10.518
C 17.383 11.949 9.584
C 16.241 11.323 9.875
C 15.556 11.557 11.074
C 16.043 12.448 12.005
C 17.215 13.132 11.672
C 17.686 14.199 12.604
O 16.907 14.721 13.379
C 19.082 14.607 12.534
C 19.683 15.389 13.523
C 21.058 15.746 13.463
C 21.762 15.301 12.359
C 21.163 14.618 11.300
C 19.843 14.250 11.414
H 18.024 11.822 8.695
H 15.749 10.644 9.184
H 14.665 10.931 11.258
H 15.494 12.532 12.900
H 19.090 15.726 14.333
H 21.520 16.364 14.259
H 22.879 15.545 12.302
H 21.724 14.397 10.420
O 14.201 11.536 15.907
C 13.312 11.813 16.672
C 12.233 10.903 17.250
C 11.174 11.851 17.738
C 12.016 12.974 18.213
O 13.082 13.117 17.183
H 11.847 10.117 16.657
H 12.752 10.408 18.080
H 10.607 12.239 16.923
H 10.623 11.433 18.553
H 11.560 13.966 18.234
H 12.562 12.882 19.131
O 10.681 15.547 16.131
C 11.514 15.198 15.373
C 12.827 15.908 15.152
C 13.407 15.286 13.938
C 12.696 13.951 13.840
O 11.447 14.112 14.557
H 12.692 17.024 15.091
H 13.417 15.757 16.035
H 13.020 15.764 13.034
H 14.415 15.027 13.766
H 12.372 13.725 12.831
H 13.205 13.115 14.333
O 14.377 24.039 23.026
C 13.404 23.446 22.625
C 13.277 22.012 22.141
C 11.848 21.900 21.526
C 11.298 23.279 21.749
O 12.181 24.044 22.569
H 14.097 21.658 21.471
H 13.429 21.392 23.019
H 11.854 21.629 20.477
H 11.248 21.137 22.083
H 11.235 23.742 20.800
H 10.297 23.245 22.228
O 16.242 15.373 19.608
C 15.205 15.973 19.434
C 14.903 17.311 20.074
C 13.344 17.262 20.345
C 12.909 16.453 19.124
O 14.069 15.584 18.806
H 15.491 17.440 20.992
H 15.139 18.144 19.438
H 13.288 16.643 21.259
H 12.881 18.238 20.579
H 12.107 15.718 19.345
H 12.696 17.117 18.341
*
```

Calculated values
Molar mass ... 1801.87 g mol⁻¹
E_tot ... -164563.2741 eV
Highest occupied orbital energy ... -9.33 eV
Largest force on an atom ... 5.1 eV/A
Frontier orbital gap ... 8.0 eV
Energy above the lowest of the compared OMol25 structures with the same formula, charge and spin ... 0.0 kcal per mole

***

- Which of these has the lowest molar mass?
  C4H12

***

- The highest molar mass belongs to which entry?
  C114H80O22

***

- Look up the molar mass of the first one.
  566.14 g mol⁻¹